# 1
{"formula": "C5H10O", "method": "ωB97M-V/def2-TZVPD", "homo_energy_ha": -0.34023, "energy_ha": -271.676907, "gap_ev": 10.191, "e_above_lowest_kj_mol": 198.77, "lumo_energy_ev": 0.9, "smiles": "CC[C@H]1C[C@H]1O", "elements": ["C", "C", "C", "C", "C", "O", "H", "H", "H", "H", "H", "H", "H", "H", "H", "H"], "coordinates": [[-1.600, 0.503, -0.069], [-1.060, -0.904, 0.189], [0.375, -0.688, 0.639], [1.530, -0.795, -0.313], [1.138, 0.569, 0.129], [0.820, 1.452, -0.973], [-1.637, 1.027, 0.896], [-2.562, 0.539, -0.570], [-0.880, 1.040, -0.705], [-1.651, -1.442, 0.946], [-1.095, -1.531, -0.710], [0.602, -1.003, 1.667], [2.491, -1.188, -0.008], [1.240, -1.031, -1.337], [1.687, 1.098, 0.896], [0.602, 2.352, -0.677]], "forces_ev_per_a": [[-0.36, 0.12, -0.11], [0.04, 0.10, -0.18], [-0.05, 0.30, -0.15], [0.28, -0.02, -0.08], [0.59, 0.23, -0.14], [0.53, -0.21, 0.53], [-0.24, 0.01, -0.25], [-0.36, -0.13, 0.20], [-1.13, -0.48, 0.31], [0.24, 0.22, -0.13], [0.01, 0.16, 0.01], [-0.09, 0.57, -0.32], [-0.10, -0.18, 0.04], [0.17, 0.16, 0.11], [0.35, -0.21, -0.08], [0.12, -0.63, 0.23]], "lowdin_charge": [-0.111, -0.214, -0.229, -0.079, -0.295, -0.076, 0.087, 0.067, 0.043, 0.104, 0.106, 0.136, 0.101, 0.120, 0.135, 0.104]}

---

# 2
{"formula": "C27H31N2", "method": "ωB97M-V/def2-TZVPD", "homo_energy_ha": -0.40016, "energy_ha": -1156.730878, "gap_ev": 7.838, "e_above_lowest_kj_mol": 34.51, "lumo_energy_ev": -3.1, "total_charge": 1, "elements": ["C", "C", "C", "C", "C", "N", "C", "C", "H", "H", "H", "H", "H", "H", "H", "H", "H", "C", "C", "C", "C", "C", "N", "C", "C", "C", "C", "C", "C", "C", "C", "C", "C", "C", "C", "C", "C", "C", "H", "H", "H", "H", "H", "H", "H", "H", "H", "H", "H", "H", "H", "H", "H", "H", "H", "H", "H", "H", "H", "H"], "coordinates": [[-6.504, 0.951, -0.229], [-5.767, 2.128, -0.351], [-4.391, 2.096, -0.596], [-3.706, 0.867, -0.710], [-2.215, 0.845, -1.129], [-1.157, 0.438, -0.083], [-4.459, -0.321, -0.626], [-5.840, -0.263, -0.376], [-7.569, 0.985, -0.035], [-6.264, 3.085, -0.258], [-3.837, 3.031, -0.763], [-2.081, 0.221, -2.043], [-1.913, 1.878, -1.373], [-1.508, -0.186, 0.657], [-0.733, 1.289, 0.300], [-3.971, -1.285, -0.830], [-6.398, -1.188, -0.301], [2.766, -0.176, -3.187], [2.159, 1.125, -2.657], [2.955, 2.303, -3.233], [0.701, 1.260, -3.081], [2.225, 1.133, -1.131], [3.100, 1.962, -0.513], [3.109, 1.766, 0.864], [2.161, 0.752, 1.135], [1.952, 0.383, 2.469], [2.654, 1.064, 3.471], [3.518, 2.132, 3.175], [3.748, 2.499, 1.845], [1.563, 0.371, -0.138], [0.426, -0.536, -0.289], [0.374, -1.764, 0.592], [1.469, -2.360, 1.277], [1.233, -3.384, 2.207], [-0.065, -3.860, 2.433], [-0.378, -4.822, 3.537], [-1.092, -3.418, 1.598], [-0.857, -2.443, 0.644], [2.259, -1.058, -2.776], [2.689, -0.216, -4.283], [3.830, -0.247, -2.921], [2.578, 3.266, -2.871], [4.032, 2.227, -3.033], [2.837, 2.309, -4.324], [0.247, 2.131, -2.586], [0.642, 1.417, -4.167], [0.125, 0.356, -2.847], [3.661, 2.684, -0.969], [1.258, -0.408, 2.708], [2.502, 0.773, 4.513], [4.020, 2.663, 3.985], [4.410, 3.335, 1.567], [0.104, -0.738, -1.318], [2.501, -2.028, 1.107], [2.066, -3.786, 2.796], [-1.441, -5.080, 3.485], [0.198, -5.752, 3.459], [-0.189, -4.397, 4.533], [-2.093, -3.816, 1.733], [-1.645, -2.191, -0.066]], "forces_ev_per_a": [[0.73, 0.06, -0.06], [0.29, -0.03, 0.01], [0.40, -0.34, -0.09], [0.01, -0.19, -0.17], [0.22, 0.12, -0.19], [0.25, -0.44, 0.92], [0.07, 0.45, -0.07], [0.45, -0.22, 0.01], [0.10, -0.03, -0.03], [0.02, 0.00, -0.05], [-0.30, -0.39, 0.24], [-0.03, 0.30, 0.77], [-0.24, -0.51, -0.19], [-0.37, 0.86, -0.13], [-0.47, -0.40, 0.30], [-0.29, 0.38, 0.25], [0.02, 0.01, -0.06], [0.13, -0.33, -0.08], [0.09, 0.10, 0.46], [-0.08, 0.10, -0.30], [-0.30, 0.13, -0.29], [-0.24, -0.10, 0.24], [0.54, 0.28, 0.14], [-1.00, -0.23, -0.34], [0.24, 0.36, 0.10], [0.36, 0.61, 0.40], [-0.35, -0.19, -0.22], [0.13, -0.05, -0.52], [0.50, 0.31, 0.60], [0.02, 0.13, -0.38], [0.44, -0.16, -1.63], [-0.44, -0.55, -0.27], [-0.41, 0.27, 0.06], [-0.04, 0.34, -0.44], [0.17, 0.21, 0.01], [-0.21, -0.33, 0.19], [0.12, -0.06, 0.04], [0.22, 0.31, 0.29], [0.06, 0.16, -0.07], [0.00, 0.05, 0.28], [-0.25, 0.01, -0.05], [0.08, -0.09, -0.02], [-0.22, -0.01, 0.01], [0.06, -0.02, 0.24], [0.00, -0.25, -0.17], [-0.03, -0.05, 0.24], [0.12, 0.33, -0.12], [-0.37, -0.66, 0.13], [0.02, 0.10, 0.23], [0.05, 0.11, -0.33], [-0.16, -0.14, -0.28], [-0.33, -0.50, 0.30], [0.76, -0.28, 0.34], [-0.57, 0.12, 0.15], [-0.31, 0.16, -0.34], [0.19, -0.07, 0.14], [-0.05, 0.23, -0.01], [0.04, -0.03, -0.32], [0.14, -0.08, -0.17], [-0.01, 0.16, 0.28]], "lowdin_charge": [-0.067, -0.069, -0.041, -0.213, -0.098, 0.103, -0.045, -0.072, 0.112, 0.108, 0.116, 0.128, 0.110, 0.119, 0.142, 0.108, 0.107, -0.026, -0.534, -0.054, -0.040, -0.118, 0.153, -0.186, -0.125, -0.028, -0.068, -0.073, -0.012, -0.102, -0.027, -0.188, -0.023, -0.013, -0.262, -0.043, -0.027, -0.048, 0.087, 0.099, 0.099, 0.096, 0.093, 0.099, 0.095, 0.101, 0.061, 0.162, 0.097, 0.109, 0.110, 0.123, 0.114, 0.130, 0.129, 0.078, 0.092, 0.094, 0.118, 0.109]}

---

# 3
{"formula": "CHClNO2P", "method": "ωB97M-V/def2-TZVPD", "homo_energy_ha": -0.40497, "energy_ha": -1045.465338, "gap_ev": 10.653, "e_above_lowest_kj_mol": 129.94, "lumo_energy_ev": -0.4, "elements": ["C", "N", "O", "O", "P", "Cl", "H"], "coordinates": [[-1.009, -0.434, 0.409], [1.844, 0.363, -0.079], [-1.707, -1.342, 0.546], [-0.166, -0.117, -1.854], [0.464, -0.029, -0.579], [-1.534, 1.326, 0.674], [2.109, 0.233, 0.883]], "forces_ev_per_a": [[0.20, 1.50, -0.09], [-0.62, -0.30, -0.55], [-0.54, -1.06, 0.58], [-0.37, 0.11, -2.70], [1.56, -0.14, 2.13], [-0.22, -0.19, 0.38], [0.00, 0.07, 0.25]], "lowdin_charge": [-0.802, -0.139, 0.097, -0.261, 0.539, 0.558, 0.008]}

---

Number 1 is which compound? C5H10O